Entry 1:
Computed, not measured: a structure of composition C5H7NiO3 in a non-equilibrium geometry, with wB97M-V/def2-TZVPD.

Results
E_HOMO (spin up / spin down) = -15.8322 / -18.8717 eV
Total charge = +2
LUMO level (spin up / spin down) = -10.59 / -12.34 eV
Kohn-Sham gap (spin up / spin down) = 0.1926 / 0.2399 Ha
Multiplicity = 4
ΔE to the lowest compared entry with this formula, charge and spin = 0.0 kcal/mol
⟨S²⟩ = 3.763

The geometry in XYZ format:
```
16
Properties=species:S:1:pos:R:3:forces:R:3
O 0.986946 -0.156421 0.820866 1.0 0.5 0.2
C 2.314635 -0.064938 0.390162 -3.2 0.2 0.9
O 2.711875 -0.762383 -0.557318 0.3 -0.6 -0.6
Ni 4.319300 0.213753 -0.296599 1.9 0.4 -0.4
O 3.006498 0.777966 0.977634 0.5 0.2 0.1
C 0.167431 -0.975193 0.247991 -0.9 -0.8 -0.5
H 0.540740 -1.551299 -0.605904 -0.1 -0.1 0.3
H -1.710034 -1.888113 0.470736 0.0 0.2 0.0
C -1.219756 -0.921544 0.614795 0.8 -0.1 0.0
H -1.396056 -0.475507 1.598361 0.0 -0.1 -0.2
C -1.715999 0.086334 -0.516182 1.8 2.0 -3.2
C -1.339011 1.487554 -0.361280 -1.2 1.4 2.2
H -2.794706 -0.096430 -0.591442 0.2 -0.1 -0.4
H -1.525403 1.961233 0.605952 0.4 0.2 -0.2
H -1.149963 0.225577 -1.573473 -1.5 -2.9 1.5
H -1.196503 2.139405 -1.224296 0.0 -0.3 0.3
```
Positions in Å, forces in eV/Å.



Entry 2:
Computed, not measured: a structure of composition C5H7O3Rb in a non-equilibrium geometry, with wB97M-V/def2-TZVPD.

Results
E_HOMO = -7.0522 eV
LUMO level = -0.82 eV
Kohn-Sham gap = 0.2291 Ha
Multiplicity = 1
ΔE to the lowest compared entry with this formula, charge and spin = 104.7 kcal/mol

The geometry in XYZ format:
```
16
Properties=species:S:1:pos:R:3:forces:R:3
O -0.669319 -2.349857 -2.680172 -3.2 -4.7 -1.1
C 0.279353 -1.509517 -3.011379 4.1 0.5 -3.6
O -0.009344 -0.432432 -3.593314 -0.7 0.9 1.0
Rb 2.388494 1.179959 -2.810376 -0.7 -1.0 -0.2
O 1.535045 -1.861225 -2.949891 -1.6 0.8 1.4
C 2.004586 -4.347994 -3.224035 0.2 -6.1 -1.2
H 1.529673 -4.397682 -2.231708 -0.6 2.1 -1.1
H 2.783004 -5.059416 -2.912081 0.4 -0.6 0.0
H 2.657372 -3.908555 -3.992536 -1.7 1.5 0.6
C 1.073702 -5.822859 -4.203985 2.5 0.9 1.2
C -0.316754 -5.650078 -4.398662 -2.1 3.6 1.4
C -1.354711 -4.959802 -4.277882 1.2 -1.6 -1.6
H 1.297589 -6.710256 -3.597819 0.1 0.2 -0.2
H 1.618034 -5.874599 -5.156139 -0.1 0.0 0.3
H -2.247289 -4.637123 -4.795835 0.0 -0.2 0.6
H -1.010210 -3.311054 -3.415472 2.1 3.6 2.6
```
Positions in Å, forces in eV/Å.



Entry 3:
Computed, not measured: a structure of composition C5H7O4Tm in a non-equilibrium geometry, with wB97M-V/def2-TZVPD.

Results
E_HOMO (spin up / spin down) = -21.3684 / -21.2733 eV
Total charge = +3
LUMO level (spin up / spin down) = -14.89 / -16.36 eV
Kohn-Sham gap (spin up / spin down) = 0.2381 / 0.1806 Ha
Multiplicity = 4
⟨S²⟩ = 3.760

The geometry in XYZ format:
```
17
Properties=species:S:1:pos:R:3:forces:R:3
H 0.444124 3.155177 -0.689498 0.3 -0.2 0.3
Tm -2.668633 2.722045 -1.523702 3.6 -0.8 2.1
O -1.184942 3.083196 0.289199 -1.9 0.9 -1.4
O 0.570089 1.673136 0.708398 -0.1 1.2 -0.2
C 0.170065 0.320540 0.933019 0.3 -0.5 -0.6
C 0.094773 -0.364027 -0.432669 1.4 -4.4 2.2
O -0.690690 1.473841 -1.179382 -2.9 2.5 -1.5
C -0.214560 2.304883 -0.210433 0.0 -1.1 0.7
H 0.939796 -0.113528 1.577763 -0.2 0.3 -0.1
H -0.811435 0.330190 1.427569 0.1 0.0 0.1
H -0.906812 -0.751337 -0.646482 0.7 0.6 -0.9
H 0.954848 -0.119083 -1.067669 -1.0 -0.1 -0.4
H 0.966398 -2.615560 -1.173440 -0.2 0.0 0.1
O -0.499939 -3.772401 1.265060 1.1 1.3 -1.2
C 0.854817 -2.200500 -0.162643 0.3 1.9 -0.7
C 0.126780 -3.081551 0.619990 -1.4 -1.5 1.5
H 1.855321 -2.045022 0.264922 -0.2 -0.1 0.1
```
Positions in Å, forces in eV/Å.